The following is a quantum chemistry calculation of C13H16NO2PdS3Sb as an isolated structure, from the OMol25 dataset.

Calculated values
LUMO (alpha / beta) = -5.53 / -5.59 eV
net charge = +1
energy relative to the best compared isomer or geometry (same formula, charge and spin) = 3.8 kJ/mol
⟨S²⟩ = 0.755
highest occupied orbital energy (alpha / beta) = -12.097 / -11.870 eV
frontier orbital gap (alpha / beta) = 6.56 / 6.28 eV
E = -2272.68222 hartree
spin multiplicity = 2

Last column: Mulliken spin population.
Atoms and positions in Å:
Pd1 0.44855 -0.37003 -0.35737  0.0094
C1 -1.37436 -0.97268 -3.50496  0.0041
C2 -1.05602 -0.01268 -2.40818  -0.0098
C3 -1.86661 0.07591 -1.26182  -0.0058
C4 -1.61678 1.02776 -0.26680  0.0034
C5 -2.47898 1.10548 0.95685  0.0000
C6 -0.54529 1.93605 -0.44993  0.0071
C7 0.30221 1.85900 -1.55547  -0.0026
C8 1.46833 2.79032 -1.69600  -0.0014
C9 0.07741 0.81967 -2.48359  0.0092
H1 -0.83299 -1.91093 -3.35243  -0.0007
H2 -1.07439 -0.57240 -4.47183  -0.0002
H3 -2.43877 -1.19901 -3.52514  -0.0002
H4 -2.70873 -0.59748 -1.15712  -0.0001
H5 -2.19464 0.32575 1.66666  0.0003
H6 -3.52573 0.94797 0.69999  0.0001
H7 -2.37001 2.06658 1.45313  -0.0001
H8 -0.37194 2.69169 0.30109  0.0004
H9 2.31145 2.42723 -1.10375  -0.0006
H10 1.21155 3.78398 -1.33323  0.0000
H11 1.79269 2.86592 -2.73174  -0.0001
H12 0.75924 0.71722 -3.31925  0.0031
S1 3.29683 -3.30417 -2.86390  0.9696
Sb1 2.68467 -3.17234 -0.57778  -0.0297
S2 0.39408 -2.53795 -1.10931  0.0309
S3 2.71155 -0.70989 -0.41132  0.0130
O1 1.24802 -2.97019 1.73446  0.0043
C10 0.83506 -1.95377 2.24221  -0.0014
C11 0.65282 -1.74341 3.72848  -0.0002
C12 0.55859 -0.22842 3.88471  -0.0005
C13 0.46968 0.29360 2.46992  -0.0002
O2 0.40383 1.44887 2.13502  0.0002
N1 0.46931 -0.79014 1.58063  -0.0019
H13 1.48472 -2.20150 4.25734  0.0002
H14 -0.25840 -2.25973 4.03332  0.0000
H15 1.44173 0.20569 4.35262  0.0000
H16 -0.30870 0.11803 4.44448  0.0000



The following is a quantum chemistry calculation of one molecule with the formula C5H8FI2OP at a distorted geometry, from the OMol25 dataset.

Calculated values
LUMO = -0.04 eV
net charge = 0
SMILES = C/C(I)=C(\I)[PH3]CC(=O)F
highest occupied orbital energy = -8.988 eV
frontier orbital gap = 8.94 eV
E = -1307.07504 hartree

Last column: Löwdin charge in e.
Atoms and positions in Å:
C1 -2.08953 2.83237 -0.46290  -0.2142
C2 -1.10950 1.75840 -0.15892  -0.9030
I1 0.62471 2.46966 0.83642  0.8801
C3 -1.19873 0.47249 -0.41300  -0.9682
I2 -2.93262 -0.28801 -1.38263  0.8118
P1 0.10220 -0.86408 0.05024  0.7304
C4 1.38964 -2.24933 0.54573  -0.2699
C5 2.77878 -1.79679 0.44626  -0.5627
O1 3.24417 -0.78083 0.88060  0.1081
F1 3.52790 -2.58018 -0.35821  0.0818
H1 -3.08910 2.43989 -0.47217  0.0221
H2 -2.05561 3.57787 0.31441  0.0476
H3 -1.87981 3.29844 -1.40946  0.0837
H4 -0.29164 -0.74246 1.40102  0.0325
H5 -0.57722 -1.79707 -0.76029  -0.0320
H6 1.11962 -0.10056 -0.54947  -0.0025
H7 1.21473 -3.10872 -0.07874  0.0689
H8 1.22203 -2.54109 1.57113  0.0853